C22H64N4O8 | ωB97M-V with the def2-TZVPD basis set

```
98
Properties=species:S:1:pos:R:3:mulliken_charge:R:1
O 8.731 14.666 12.074 -0.408
O 12.793 13.037 8.960 -0.461
O 11.029 9.929 14.504 0.161
O 8.461 9.528 10.857 0.001
O 12.836 10.361 11.236 1.963
O 12.499 10.590 7.845 -0.609
O 14.406 11.868 13.279 -0.216
O 13.039 7.742 10.646 -0.506
N 10.061 7.284 11.827 -0.732
N 8.013 10.411 14.258 -0.342
N 17.683 10.402 12.382 -0.717
N 10.347 11.418 11.872 1.023
C 9.704 12.874 9.970 -0.724
C 15.124 13.120 9.704 -1.195
C 8.079 11.107 16.603 -1.687
C 11.906 8.879 14.698 -0.808
C 15.797 11.685 13.440 -1.043
C 13.886 12.493 14.455 -0.773
C 8.457 8.239 10.248 -1.672
C 10.089 12.814 11.471 0.361
C 14.962 7.963 9.044 -1.033
C 7.138 10.056 10.875 -0.962
C 16.247 10.460 12.598 1.770
C 13.482 7.548 9.273 0.084
C 9.859 7.710 10.416 2.016
C 8.956 13.331 12.367 -0.121
C 11.397 10.984 7.025 -0.236
C 8.933 10.909 15.315 1.220
C 7.485 15.137 12.554 -0.710
C 13.738 13.734 9.767 0.083
C 10.121 10.046 15.638 -1.167
C 10.168 10.059 7.216 -0.598
C 9.950 6.508 9.418 -1.654
C 15.839 9.179 13.287 -1.509
H 12.774 12.625 14.391 -0.010
H 11.955 10.740 11.481 -0.205
H 10.637 8.506 10.217 -0.683
H 13.433 10.839 11.838 -0.359
H 15.216 12.098 10.049 0.116
H 6.516 9.383 11.454 0.348
H 12.861 8.101 8.549 -0.021
H 16.291 12.540 12.963 0.321
H 13.279 13.744 10.772 -0.047
H 7.584 15.369 13.604 0.296
H 13.450 6.482 9.026 0.445
H 15.016 9.060 9.080 0.103
H 11.764 10.920 5.955 0.396
H 9.765 10.015 8.243 -0.226
H 15.471 13.002 8.677 0.477
H 17.992 9.463 12.111 0.308
H 10.956 6.740 11.854 0.372
H 9.759 9.042 15.932 0.384
H 13.042 8.722 10.756 -0.144
H 16.173 11.512 14.469 0.425
H 15.213 7.689 7.991 0.407
H 9.350 11.882 14.952 -0.299
H 8.921 12.105 9.818 0.079
H 11.036 11.992 7.239 0.155
H 8.295 8.263 9.192 0.442
H 10.443 9.041 6.857 0.258
H 17.941 11.066 11.671 0.280
H 9.295 13.170 13.389 0.198
H 14.146 11.867 15.311 0.406
H 7.208 16.017 11.953 0.269
H 6.803 10.196 9.831 0.329
H 13.177 12.346 8.412 0.230
H 7.553 9.523 14.430 0.286
H 13.790 14.752 9.402 0.363
H 8.690 11.480 17.426 0.364
H 9.942 6.843 8.361 0.273
H 7.789 7.590 10.787 0.615
H 9.354 10.385 6.534 0.470
H 16.344 9.041 14.244 0.425
H 15.629 7.560 9.810 0.255
H 9.610 10.833 11.493 -0.432
H 9.166 5.790 9.547 0.468
H 9.322 13.837 9.613 0.378
H 10.805 5.817 9.596 0.337
H 14.750 9.150 13.502 0.018
H 11.462 7.913 14.881 0.447
H 7.610 10.160 16.912 0.362
H 12.599 9.041 15.522 0.324
H 7.187 11.065 11.273 0.109
H 10.641 10.423 16.519 0.381
H 6.715 14.354 12.417 0.279
H 16.111 8.297 12.689 0.433
H 8.071 12.662 12.192 -0.049
H 7.381 11.846 16.273 0.444
H 10.172 8.069 12.465 0.026
H 14.280 13.524 14.603 0.276
H 12.198 10.580 8.780 0.263
H 10.509 11.220 12.861 -0.292
H 12.402 8.793 13.715 -0.108
H 10.987 13.436 11.652 0.025
H 15.682 10.502 11.674 -0.836
H 15.821 13.747 10.220 0.428
H 10.535 12.633 9.355 -0.073
H 8.543 10.322 13.429 -0.111
```

Values from the calculation:
Structure (SMILES) = COC[C@H](C)N.COC[C@H](C)N.COC[C@H](C)N.COC[C@H](C)N.CCO.CCO.CCO.O
Energy relative to the best compared isomer or geometry (same formula, charge and spin) = 101.4 kJ/mol


C22H65CrO11 | ωB97M-V with the def2-TZVPD basis set

```
99
Properties=species:S:1:pos:R:3:mulliken_charge:R:1
Cr 1.565 2.492 2.668 0.306
O 3.529 -3.298 -3.120 -0.533
O -2.272 1.358 2.680 -0.591
O -0.988 0.933 -4.555 -0.570
O 0.559 1.206 1.477 0.365
O -4.574 -0.561 -1.864 -0.502
O 3.154 -2.262 0.506 -0.467
O 0.780 4.132 1.439 -0.206
O 3.435 2.380 1.342 -0.282
O 2.204 1.079 4.074 -0.229
O -1.505 -4.114 4.939 -0.502
O -2.752 -0.910 -3.903 -0.405
C 4.178 1.657 0.308 -0.021
C 0.616 2.525 -3.734 -1.175
C 4.004 -4.354 1.360 -1.371
C -2.416 -2.303 -3.996 -0.019
C 0.238 4.287 0.130 0.374
C 0.400 0.007 0.798 0.808
C -6.036 1.004 -0.639 -1.249
C -0.405 1.457 -3.395 0.976
C -1.884 -3.653 3.653 -0.606
C 1.085 5.177 -0.748 -1.032
C 1.689 -1.773 -2.903 -0.157
C 2.563 -1.303 4.271 -0.974
C 4.526 2.505 -0.888 -0.972
C -4.780 0.799 -1.465 0.505
C 2.161 -3.103 -3.500 -0.400
C -0.862 -0.168 -0.049 -0.707
C 2.775 -3.532 1.066 0.220
C -4.065 2.851 2.187 -1.486
C -3.677 -3.149 -3.980 -1.262
C 3.204 0.046 3.969 0.220
C -1.480 -2.173 3.499 0.677
C -2.673 2.388 1.806 1.206
H -4.270 -2.881 -4.855 0.312
H 3.624 0.076 2.964 -0.104
H -1.081 0.769 -0.567 -0.530
H 0.152 3.298 -0.318 -0.190
H -0.632 -0.865 -0.854 0.341
H 0.037 3.432 -3.950 0.361
H -1.836 0.502 -4.321 0.414
H 4.539 1.978 -1.839 0.366
H 1.704 0.962 4.892 0.209
H 4.633 -4.679 0.531 0.366
H -4.725 1.984 2.256 0.337
H 5.528 2.920 -0.772 0.344
H -3.601 -0.856 -3.430 0.229
H 0.631 -1.578 -3.080 -0.201
H 4.010 -2.467 -3.170 0.272
H -1.127 1.838 -2.654 -0.003
H -1.411 1.043 2.366 0.141
H -1.677 -0.427 0.624 0.448
H -4.563 3.491 1.452 0.335
H 1.287 -0.210 0.174 -0.231
H -6.927 0.789 -1.227 0.342
H 0.066 0.636 -2.822 -0.352
H 2.198 -3.478 1.995 0.082
H 3.142 -2.145 3.895 0.252
H -0.408 -2.071 3.682 -0.716
H 3.777 -5.216 1.987 0.359
H 1.107 2.890 -2.826 0.068
H 2.010 4.661 -1.034 -0.003
H -4.727 1.445 -2.340 0.360
H 1.940 -1.738 -1.839 0.097
H -4.315 -2.973 -3.111 0.293
H 2.565 -1.631 0.929 0.070
H -1.766 -2.521 -3.144 0.140
H 0.482 -0.828 1.523 -0.265
H -5.984 0.409 0.271 0.366
H -0.785 4.670 0.105 0.354
H 1.441 6.111 -0.304 0.339
H -2.962 -3.761 3.539 0.373
H 2.551 -1.413 5.361 0.481
H -3.877 1.035 -0.884 -0.403
H 4.094 2.789 1.916 0.291
H -3.404 -4.204 -3.950 0.389
H 0.718 5.476 -1.730 0.375
H 3.824 3.336 -0.953 0.039
H 4.063 0.177 4.629 0.373
H 4.707 -3.709 1.902 0.292
H -1.677 -1.902 2.462 0.002
H 2.105 -3.015 -4.585 0.313
H -1.914 -2.464 -4.949 0.337
H -6.060 2.069 -0.399 0.315
H 1.518 -1.357 3.972 -0.085
H -2.017 -1.643 4.280 0.316
H 1.653 -3.923 -3.001 0.292
H 1.268 2.279 -4.564 0.404
H -1.475 -4.222 2.809 0.301
H 2.259 -0.928 -3.305 0.334
H 2.106 -3.972 0.320 0.325
H -0.544 -4.163 4.931 0.288
H 3.597 0.752 0.127 -0.040
H -4.073 3.466 3.087 0.382
H 5.055 1.258 0.825 0.479
H -2.751 2.072 0.761 -0.440
H -2.015 3.260 1.906 -0.155
H -4.706 -1.162 -1.126 0.246
H 0.622 4.901 1.999 0.234
```

Values from the calculation:
Net charge = +1
Energy relative to the best compared isomer or geometry (same formula, charge and spin) = 84.0 kJ/mol
2S+1 = 5
Expectation value of S² = 6.013